Formula: C38H96FeNO11
Source: OMol25
Level of theory: ωB97M-V/def2-TZVPD

Each line ends with the Mulliken spin population.
CARTESIAN COORDINATES (ANGSTROEM)
Fe1 23.18 7.96 -4.52  4.1505
C1 25.84 11.14 -6.34  0.0343
C2 25.01 9.85 -6.69  0.0232
O1 24.75 8.97 -5.69  0.5721
H1 25.52 11.57 -5.39  0.0086
H2 25.72 11.91 -7.10  -0.0079
H3 26.91 10.97 -6.37  0.0066
H4 25.53 9.39 -7.53  0.0332
H5 24.11 10.20 -7.20  -0.0072
C3 30.98 13.56 -8.45  0.0001
C4 32.01 13.68 -7.31  0.0002
C5 31.65 14.88 -6.39  -0.0002
C6 30.44 14.68 -5.51  0.0000
C7 30.52 13.39 -4.65  0.0003
C8 30.97 12.17 -5.51  0.0008
N1 31.99 12.49 -6.52  0.0026
O2 32.50 11.38 -7.16  0.0003
C9 31.65 11.16 -4.48  -0.0002
C10 29.79 11.46 -6.17  0.0003
C11 33.44 14.06 -7.82  -0.0001
H6 31.29 12.73 -9.09  0.0000
H7 30.80 14.39 -9.13  0.0000
H8 29.96 13.39 -8.11  0.0001
H9 32.51 15.17 -5.78  0.0000
H10 31.42 15.74 -7.02  0.0000
H11 29.58 14.65 -6.18  0.0000
H12 30.43 15.56 -4.86  0.0000
H13 29.52 13.23 -4.26  -0.0004
H14 31.20 13.56 -3.81  0.0000
H15 31.70 10.20 -4.98  0.0000
H16 32.67 11.52 -4.35  0.0002
H17 31.19 10.96 -3.51  -0.0002
H18 30.02 10.84 -7.04  -0.0007
H19 29.19 10.89 -5.47  -0.0016
H20 29.07 12.18 -6.57  -0.0003
H21 33.89 13.25 -8.39  0.0000
H22 34.07 14.20 -6.94  0.0000
H23 33.45 14.95 -8.44  0.0000
H24 33.19 11.09 -6.55  0.0001
C12 22.99 12.57 -10.04  0.0002
C13 24.30 12.95 -10.79  -0.0001
C14 25.42 11.92 -10.67  -0.0002
O3 23.93 13.06 -12.13  0.0001
H25 22.47 11.71 -10.45  0.0001
H26 22.24 13.36 -9.99  0.0000
H27 23.29 12.35 -9.01  -0.0002
H28 24.69 13.95 -10.62  0.0000
H29 25.14 10.95 -11.07  -0.0001
H30 25.74 11.85 -9.63  0.0005
H31 26.20 12.25 -11.36  0.0000
H32 23.26 12.42 -12.36  0.0000
C15 28.63 7.88 -5.86  0.0022
C16 27.73 6.96 -6.69  -0.0012
C17 28.44 5.67 -7.14  0.0001
O4 26.56 6.65 -5.97  0.0079
H33 28.76 7.60 -4.82  -0.0003
H34 28.23 8.89 -5.82  -0.0008
H35 29.65 7.92 -6.27  0.0003
H36 27.46 7.51 -7.59  0.0003
H37 29.04 5.27 -6.32  0.0002
H38 29.19 5.76 -7.92  0.0001
H39 27.84 4.83 -7.49  0.0001
H40 26.03 7.45 -5.94  -0.0049
C18 24.18 3.95 -6.35  0.0039
C19 23.82 4.61 -5.05  0.0015
C20 24.66 4.04 -3.97  0.0001
O5 24.02 5.99 -5.19  0.0533
H41 25.13 4.27 -6.77  0.0004
H42 23.37 4.11 -7.06  0.0003
H43 24.33 2.88 -6.20  0.0006
H44 22.75 4.43 -5.00  0.0000
H45 24.56 4.57 -3.02  0.0008
H46 25.72 4.04 -4.22  0.0003
H47 24.41 3.00 -3.75  0.0000
H48 24.94 6.06 -5.44  -0.0029
C21 21.91 11.89 -4.26  0.0073
C22 22.77 11.08 -3.32  -0.0074
C23 22.37 11.52 -1.93  0.0018
O6 22.27 9.72 -3.54  0.0366
H49 20.83 11.78 -4.20  0.0003
H50 22.18 11.63 -5.29  -0.0039
H51 22.09 12.94 -4.04  0.0004
H52 23.80 11.19 -3.65  -0.0052
H53 21.40 11.15 -1.61  0.0009
H54 22.36 12.60 -1.84  0.0004
H55 23.09 11.19 -1.19  0.0000
H56 21.36 9.73 -3.24  0.0002
C24 24.49 14.80 -7.82  -0.0001
C25 25.35 15.59 -6.81  -0.0005
C26 26.47 14.75 -6.42  -0.0004
O7 25.87 16.71 -7.52  0.0001
H57 25.02 14.30 -8.63  0.0001
H58 23.63 15.38 -8.15  0.0000
H59 23.92 14.07 -7.24  0.0001
H60 24.85 16.03 -5.95  0.0000
H61 27.24 15.29 -5.88  0.0002
H62 26.95 14.43 -7.35  -0.0001
H63 26.23 13.84 -5.87  -0.0008
H64 26.24 16.45 -8.37  0.0000
C27 26.12 6.67 -1.68  0.0015
C28 24.72 7.23 -1.84  -0.0090
C29 24.17 8.13 -0.82  0.0019
O8 24.70 7.89 -3.10  0.0082
H65 26.71 6.29 -2.52  -0.0004
H66 26.16 5.96 -0.86  0.0013
H67 26.70 7.53 -1.34  0.0015
H68 24.03 6.42 -2.06  -0.0013
H69 24.21 7.76 0.21  0.0016
H70 23.10 8.20 -1.02  -0.0010
H71 24.65 9.11 -0.82  0.0004
H72 25.49 8.43 -3.08  0.0136
C30 26.57 11.84 -2.08  0.0000
C31 27.41 10.95 -2.87  0.0007
C32 28.52 10.30 -2.00  0.0000
O9 26.64 9.81 -3.32  0.0200
H73 25.71 12.17 -2.67  0.0001
H74 27.03 12.76 -1.70  0.0001
H75 26.10 11.38 -1.22  0.0000
H76 27.91 11.54 -3.64  -0.0006
H77 29.24 9.71 -2.58  0.0000
H78 28.14 9.62 -1.24  0.0001
H79 29.14 11.03 -1.49  -0.0001
H80 26.17 10.06 -4.12  -0.0133
C33 26.64 5.95 -10.51  0.0000
C34 25.21 5.85 -10.09  -0.0002
C35 24.65 7.19 -9.52  0.0044
O10 24.52 5.64 -11.29  0.0000
H81 26.79 6.71 -11.28  0.0000
H82 26.88 4.98 -10.93  0.0000
H83 27.29 6.26 -9.69  0.0000
H84 25.12 5.06 -9.35  0.0001
H85 23.57 7.18 -9.38  -0.0004
H86 24.89 8.00 -10.21  -0.0003
H87 25.12 7.42 -8.56  -0.0070
H88 24.99 4.95 -11.76  0.0000
C36 20.80 9.50 -7.73  0.0033
C37 20.69 8.42 -6.61  0.0025
C38 20.05 7.14 -7.05  0.0038
O11 22.04 8.11 -6.26  0.0643
H89 20.95 10.49 -7.31  0.0011
H90 19.85 9.51 -8.27  0.0003
H91 21.60 9.49 -8.47  -0.0002
H92 20.10 8.90 -5.83  -0.0021
H93 19.94 6.49 -6.18  -0.0004
H94 20.66 6.64 -7.80  0.0007
H95 19.07 7.43 -7.43  -0.0005
H96 22.53 8.07 -7.08  -0.0020

## Properties
Orbital gap (alpha / beta), eV: 4.90 / 1.68
Multiplicity: 6
Net charge: +2

=====

Formula: C38H97IN7OS
Source: OMol25
Level of theory: ωB97M-V/def2-TZVPD

Each line ends with the Löwdin charge.
CARTESIAN COORDINATES (ANGSTROEM)
C1 2.47 2.40 1.96  -0.0924
C2 2.54 4.06 2.09  -0.2540
O1 1.55 4.56 3.07  -0.4982
S1 0.03 4.83 2.34  0.6366
N1 -0.70 3.37 1.73  -0.2172
I1 -1.49 5.59 4.12  0.7394
H1 2.59 2.06 0.84  0.0826
H2 3.38 1.90 2.55  0.1045
H3 1.50 2.01 2.49  0.0718
H4 2.49 4.60 1.04  0.1337
H5 3.61 4.29 2.57  0.1579
H6 -0.24 3.02 0.85  0.0713
H7 -0.77 2.62 2.46  0.0831
C3 -3.30 0.79 -3.04  -0.0814
C4 -1.95 1.48 -3.25  -0.2583
N2 -0.95 1.15 -2.23  -0.1894
C5 0.22 2.02 -2.27  -0.2673
C6 1.11 1.96 -3.51  -0.0789
C7 -0.67 -0.27 -2.03  -0.2402
C8 -0.19 -1.08 -3.23  -0.0741
H8 -3.70 1.00 -2.04  0.0712
H9 -4.02 1.16 -3.78  0.0826
H10 -3.23 -0.29 -3.17  0.0465
H11 -2.14 2.56 -3.23  0.1182
H12 -1.59 1.24 -4.26  0.1012
H13 0.85 1.84 -1.38  0.0890
H14 -0.12 3.06 -2.15  0.1035
H15 1.71 1.05 -3.53  0.0608
H16 1.80 2.80 -3.51  0.0618
H17 0.53 2.02 -4.44  0.0771
H18 -1.58 -0.75 -1.64  0.0948
H19 0.05 -0.39 -1.21  0.1085
H20 -0.77 -0.87 -4.13  0.0712
H21 -0.28 -2.15 -3.02  0.0659
H22 0.87 -0.89 -3.44  0.0568
C9 5.57 2.28 -6.08  -0.0901
C10 6.63 3.03 -5.27  -0.2657
N3 6.11 4.19 -4.55  -0.1884
C11 7.16 5.06 -4.02  -0.2510
C12 8.08 4.49 -2.95  -0.0931
C13 4.99 3.94 -3.64  -0.2508
C14 5.19 2.92 -2.52  -0.0935
H23 5.05 2.95 -6.77  0.0811
H24 6.05 1.49 -6.67  0.0755
H25 4.83 1.80 -5.44  0.0587
H26 7.39 3.37 -5.98  0.1204
H27 7.12 2.32 -4.60  0.0964
H28 6.71 5.99 -3.64  0.1113
H29 7.79 5.39 -4.86  0.1118
H30 7.58 4.42 -1.98  0.0521
H31 8.94 5.15 -2.81  0.0748
H32 8.47 3.50 -3.21  0.0688
H33 4.13 3.62 -4.24  0.0903
H34 4.66 4.89 -3.19  0.1141
H35 5.68 2.01 -2.87  0.0682
H36 4.22 2.64 -2.11  0.0522
H37 5.78 3.34 -1.70  0.0533
C15 -4.02 -6.32 -6.68  -0.0916
C16 -3.33 -6.24 -5.32  -0.2680
N4 -2.11 -5.42 -5.32  -0.1868
C17 -1.30 -5.58 -4.11  -0.2490
C18 -1.91 -5.14 -2.79  -0.0952
C19 -2.26 -4.04 -5.79  -0.2440
C20 -3.27 -3.15 -5.06  -0.0896
H38 -3.33 -6.66 -7.46  0.0808
H39 -4.85 -7.03 -6.64  0.0742
H40 -4.43 -5.35 -6.98  0.0638
H41 -3.05 -7.27 -5.05  0.1186
H42 -4.05 -5.90 -4.58  0.0956
H43 -0.34 -5.07 -4.25  0.1093
H44 -1.04 -6.65 -4.02  0.1107
H45 -1.92 -4.05 -2.70  0.0351
H46 -1.31 -5.52 -1.96  0.0742
H47 -2.93 -5.52 -2.65  0.0693
H48 -2.54 -4.06 -6.85  0.1036
H49 -1.29 -3.54 -5.78  0.1113
H50 -4.22 -3.65 -4.88  0.0716
H51 -3.48 -2.26 -5.67  0.0764
H52 -2.88 -2.79 -4.11  0.0256
C21 -8.66 -1.71 0.61  -0.0918
C22 -7.40 -1.80 -0.24  -0.2677
N5 -6.16 -1.58 0.50  -0.1900
C23 -4.99 -1.38 -0.36  -0.2531
C24 -4.55 -2.55 -1.24  -0.0830
C25 -5.93 -2.44 1.67  -0.2515
C26 -5.92 -3.95 1.44  -0.0871
H53 -8.70 -0.75 1.15  0.0788
H54 -9.54 -1.78 -0.02  0.0748
H55 -8.72 -2.52 1.34  0.0651
H56 -7.49 -1.03 -1.02  0.1178
H57 -7.39 -2.77 -0.76  0.0974
H58 -4.14 -1.06 0.25  0.1096
H59 -5.20 -0.52 -1.02  0.0950
H60 -4.05 -3.32 -0.65  0.0588
H61 -3.83 -2.20 -1.98  0.0377
H62 -5.39 -3.00 -1.78  0.0768
H63 -6.71 -2.22 2.41  0.1012
H64 -5.00 -2.15 2.16  0.1116
H65 -6.74 -4.28 0.80  0.0706
H66 -6.02 -4.46 2.40  0.0750
H67 -4.97 -4.28 1.00  0.0529
C27 -1.64 3.06 11.48  -0.0883
C28 -1.07 2.94 10.07  -0.2690
N6 -1.91 2.15 9.16  -0.1885
C29 -1.22 1.80 7.91  -0.2477
C30 -0.84 2.94 6.98  -0.1246
C31 -3.30 2.57 9.02  -0.2441
C32 -3.56 4.00 8.54  -0.0888
H68 -1.84 2.07 11.92  0.0829
H69 -0.92 3.57 12.13  0.0759
H70 -2.57 3.64 11.51  0.0656
H71 -0.09 2.46 10.17  0.1187
H72 -0.90 3.95 9.68  0.0945
H73 -1.83 1.07 7.36  0.1137
H74 -0.31 1.25 8.17  0.1125
H75 -1.71 3.33 6.45  0.0038
H76 -0.15 2.56 6.21  0.0632
H77 -0.34 3.75 7.49  0.0705
H78 -3.80 2.44 9.98  0.1060
H79 -3.83 1.88 8.35  0.1168
H80 -2.93 4.73 9.05  0.0695
H81 -4.60 4.27 8.74  0.0777
H82 -3.41 4.10 7.47  0.0424
C33 5.03 -0.88 -0.89  -0.0893
C34 5.56 -1.52 0.39  -0.2624
N7 4.76 -1.20 1.58  -0.1939
C35 5.43 -1.57 2.84  -0.2562
C36 5.69 -3.05 3.09  -0.0882
C37 3.33 -1.52 1.52  -0.2650
C38 2.95 -2.97 1.23  -0.0818
H83 4.93 0.21 -0.78  0.0617
H84 5.73 -1.07 -1.71  0.0783
H85 4.06 -1.29 -1.18  0.0627
H86 6.58 -1.14 0.54  0.1207
H87 5.64 -2.60 0.24  0.1002
H88 4.86 -1.16 3.68  0.1084
H89 6.39 -1.04 2.87  0.1096
H90 4.77 -3.57 3.36  0.0569
H91 6.38 -3.16 3.94  0.0763
H92 6.14 -3.54 2.23  0.0710
H93 2.88 -0.89 0.74  0.0859
H94 2.84 -1.20 2.44  0.1090
H95 3.53 -3.41 0.42  0.0730
H96 1.89 -3.01 0.94  0.0724
H97 3.05 -3.60 2.12  0.0577

## Properties
Orbital gap, eV: 3.29
Multiplicity: 1
Net charge: +1

=====

Formula: C39H102N6O12
Source: OMol25
Level of theory: ωB97M-V/def2-TZVPD

Each line ends with the Mulliken spin population.
CARTESIAN COORDINATES (ANGSTROEM)
C1 13.64 -13.70 6.14  0.6416
C2 12.05 -13.66 6.17  -2.1532
C3 11.68 -12.21 5.94  0.9349
O1 11.56 -14.47 5.05  0.0891
H1 13.94 -13.33 5.16  -0.0299
H2 14.06 -14.70 6.23  0.1084
H3 14.20 -13.16 6.91  -0.1814
H4 11.73 -14.10 7.12  0.6320
H5 12.04 -11.60 6.77  -0.1166
H6 10.60 -12.16 5.81  0.1739
H7 12.08 -11.95 4.96  -0.1400
H8 11.82 -13.97 4.27  0.0538
C4 10.28 -9.53 11.44  0.1876
C5 9.20 -8.59 10.83  0.1406
C6 8.02 -8.37 11.79  0.1106
O2 9.74 -7.30 10.78  -0.1479
H9 9.98 -10.57 11.55  0.0237
H10 10.34 -9.20 12.47  0.0253
H11 11.26 -9.48 10.95  -0.1075
H12 8.86 -8.93 9.85  0.0221
H13 8.35 -7.93 12.74  -0.0020
H14 7.56 -9.32 12.05  -0.0682
H15 7.38 -7.61 11.34  -0.0106
H16 10.63 -7.29 10.42  0.0338
C7 10.52 -17.48 7.25  0.1193
C8 11.97 -17.87 7.59  0.1207
C9 12.37 -17.75 9.05  0.1549
O3 12.14 -19.25 7.24  -0.1126
H17 9.84 -17.75 8.05  -0.0035
H18 10.30 -18.08 6.36  0.0011
H19 10.41 -16.44 6.93  -0.0163
H20 12.69 -17.29 7.02  -0.0006
H21 11.67 -18.25 9.72  -0.0295
H22 12.46 -16.68 9.25  0.0499
H23 13.39 -18.06 9.25  -0.0710
H24 11.60 -19.71 7.89  0.0249
C10 2.70 -13.30 8.32  0.0347
O4 3.65 -13.81 7.35  -0.0377
C11 5.02 -13.75 7.86  0.0066
C12 5.92 -14.82 7.25  -0.0041
N1 6.45 -14.46 5.98  -0.0311
C13 7.20 -15.56 5.34  0.0096
C14 7.18 -15.08 3.90  0.0530
O5 5.79 -14.96 3.48  -0.0230
C15 5.75 -14.31 2.27  0.0399
H25 2.51 -14.21 8.89  -0.0002
H26 1.78 -13.03 7.80  -0.0097
H27 3.14 -12.49 8.91  -0.0036
H28 5.06 -14.08 8.89  0.0229
H29 5.33 -12.71 7.75  0.0080
H30 5.38 -15.75 7.11  0.0218
H31 6.78 -14.82 7.92  -0.0036
H32 5.68 -14.32 5.34  0.0059
H33 6.59 -16.46 5.44  -0.0229
H34 8.22 -15.66 5.72  -0.0281
H35 7.63 -15.85 3.27  0.0089
H36 7.85 -14.24 3.75  0.0233
H37 6.27 -13.38 2.50  -0.0068
H38 4.74 -14.06 1.94  -0.0039
H39 6.14 -14.92 1.46  0.0006
C16 11.01 -23.23 14.33  -0.0053
O6 11.64 -24.16 13.50  -0.0021
C17 13.03 -24.11 13.64  -0.0039
C18 13.68 -22.97 12.91  0.0130
N2 13.85 -21.60 13.50  -0.0078
C19 14.27 -20.65 12.56  -0.0185
C20 14.28 -19.26 13.13  0.1104
O7 12.97 -18.87 13.48  -0.0738
C21 12.87 -17.46 13.75  -0.0361
H40 9.94 -23.35 14.18  0.0008
H41 11.26 -22.18 14.21  0.0029
H42 11.06 -23.43 15.40  0.0001
H43 13.35 -25.06 13.22  -0.0020
H44 13.35 -24.15 14.68  -0.0004
H45 13.21 -22.94 11.93  0.0024
H46 14.66 -23.36 12.63  0.0047
H47 13.06 -21.26 14.02  0.0023
H48 13.63 -20.59 11.68  0.0155
H49 15.21 -21.06 12.21  -0.0223
H50 14.71 -18.50 12.48  -0.0133
H51 14.93 -19.21 14.00  0.0232
H52 11.83 -17.26 14.01  0.0325
H53 13.12 -16.87 12.87  0.0429
H54 13.43 -17.11 14.62  -0.0134
C22 10.41 -19.48 11.85  -0.0713
O8 9.44 -18.45 11.91  0.0094
C23 8.50 -18.32 10.86  0.1174
C24 8.45 -16.81 10.50  -0.0732
N3 9.78 -16.26 10.44  -0.2895
C25 9.97 -14.82 10.58  -0.0091
C26 9.33 -14.05 9.46  -0.0386
O9 8.36 -13.16 9.94  -0.2730
C27 7.98 -12.15 9.02  0.1595
H55 10.57 -20.15 12.70  -0.0180
H56 11.43 -19.14 11.66  0.0348
H57 10.23 -20.23 11.09  0.0061
H58 7.44 -18.51 11.04  0.0039
H59 8.80 -18.90 9.99  0.0188
H60 7.82 -16.30 11.23  -0.0166
H61 7.92 -16.85 9.56  0.0080
H62 10.37 -16.77 11.08  0.0743
H63 11.06 -14.69 10.57  0.1300
H64 9.70 -14.45 11.57  0.0314
H65 9.07 -14.71 8.63  0.0022
H66 10.10 -13.39 9.05  0.2093
H67 7.69 -12.60 8.07  -0.0844
H68 8.59 -11.26 8.91  0.0521
H69 7.10 -11.65 9.43  0.0522
C28 7.14 -20.71 7.72  -0.0157
C29 5.80 -20.01 8.02  -0.0060
C30 4.80 -19.85 6.81  0.0171
O10 5.11 -18.56 6.16  -0.0186
C31 4.06 -18.03 5.34  0.0107
N4 5.18 -20.80 9.06  0.0062
H70 7.60 -20.14 6.91  0.0080
H71 7.13 -21.73 7.34  -0.0092
H72 7.75 -20.70 8.62  0.0094
H73 5.74 -18.97 8.34  0.0022
H74 3.80 -19.81 7.24  0.0006
H75 4.94 -20.72 6.16  0.0094
H76 4.18 -16.96 5.18  0.0035
H77 3.10 -18.07 5.85  -0.0017
H78 4.01 -18.69 4.48  -0.0043
H79 4.31 -20.34 9.28  -0.0051
H80 4.89 -21.67 8.64  -0.0014
C32 7.59 -20.74 13.69  0.0008
C33 6.78 -21.36 12.48  -0.0267
C34 7.51 -22.70 12.21  0.0113
O11 8.89 -22.46 11.77  -0.0125
C35 9.44 -23.58 11.04  0.0236
N5 5.39 -21.34 12.66  0.0077
H81 7.75 -19.67 13.64  0.0017
H82 8.58 -21.18 13.85  0.0059
H83 7.04 -20.94 14.61  0.0006
H84 6.79 -20.81 11.54  0.0071
H85 6.81 -23.30 11.63  0.0033
H86 7.52 -23.25 13.15  0.0014
H87 8.68 -23.96 10.36  -0.0045
H88 9.72 -24.41 11.70  0.0015
H89 10.36 -23.23 10.58  0.0021
H90 5.10 -21.49 11.71  -0.0019
H91 4.91 -20.52 12.99  -0.0063
C36 14.07 -13.98 15.26  0.0323
C37 14.67 -12.63 14.84  0.0596
C38 13.91 -11.99 13.70  0.0610
O12 14.33 -12.45 12.45  -0.5705
C39 13.64 -12.07 11.28  0.8481
N6 14.65 -11.81 16.06  -0.0182
H92 14.11 -14.65 14.40  0.0104
H93 13.07 -13.64 15.53  0.0144
H94 14.48 -14.59 16.07  -0.0460
H95 15.74 -12.69 14.64  0.0595
H96 14.20 -10.94 13.67  0.0259
H97 12.83 -12.11 13.84  0.0191
H98 13.75 -11.00 11.08  -0.2800
H99 12.58 -12.27 11.42  0.3143
H100 14.01 -12.58 10.39  -0.1407
H101 15.06 -12.36 16.80  -0.0099
H102 15.36 -11.08 16.04  -0.0053

## Properties
Orbital gap (alpha / beta), eV: 1.32 / 8.32
Multiplicity: 2
Net charge: -1

=====

no.,DFT total energy (eV)
1,-99343.334
2,-72382.204
3,-75596.137